(1)
Computed, not measured: a cluster of 6 separate species, C34H42Br2N6O2 in total, with wB97M-V/def2-TZVPD.

Positions of all 86 atoms, in Å:
C  1.8873  -0.0593  2.1921
C  1.4004  1.3028  1.3539
Br  -0.3499  1.1061  0.3577
C  2.2263  2.5402  1.3721
Br  3.9730  2.5809  2.3705
C  1.7430  3.9237  0.5906
O  1.7561  4.9979  1.5955
C  0.5901  4.9457  2.4905
C  -0.7913  5.5794  1.8735
O  -1.9196  5.6399  2.8216
C  -2.4941  4.3134  3.0910
C  -3.2496  3.6451  1.7961
C  -4.6116  2.8022  2.1467
N  -5.7020  3.2603  1.1867
H  1.2651  -1.0080  1.8729
H  3.0477  -0.2143  2.1793
H  1.5684  0.1614  3.3199
H  0.6697  3.8555  0.1295
H  2.4847  4.2010  -0.3016
H  0.8698  5.6214  3.4342
H  0.3389  3.8872  2.9214
H  -0.5392  6.7135  1.5985
H  -1.0304  5.0514  0.8562
H  -1.7071  3.5771  3.6051
H  -3.3368  4.4687  3.9221
H  -2.4942  2.8945  1.3034
H  -3.4107  4.5143  0.9965
H  -4.3960  1.6435  1.9654
H  -4.9471  2.9691  3.2553
H  -6.4733  2.5445  1.2898
H  -5.3667  3.2799  0.1971
C  4.1753  -4.8085  0.7833
C  2.9433  -4.5313  0.2005
C  2.5797  -3.2044  0.0355
N  3.3517  -2.1614  0.4118
C  4.5415  -2.4619  0.9764
C  4.9937  -3.7557  1.1796
H  4.4952  -5.8364  0.9278
H  2.2821  -5.3292  -0.1181
H  1.6295  -2.9366  -0.4173
H  5.1421  -1.6062  1.2720
H  5.9598  -3.9385  1.6363
C  6.0119  3.7053  -1.9673
C  5.5595  3.0213  -0.8438
C  5.8371  1.6674  -0.7446
N  6.5197  0.9699  -1.6789
C  6.9445  1.6605  -2.7592
C  6.7194  3.0148  -2.9460
H  5.8146  4.7674  -2.0795
H  5.0046  3.5303  -0.0640
H  5.5082  1.0901  0.1147
H  7.4886  1.0767  -3.4964
H  7.0858  3.5191  -3.8329
C  -4.1052  -3.2116  1.4685
C  -5.2655  -2.6059  1.9390
C  -5.4181  -1.2423  1.7454
N  -4.5024  -0.4639  1.1282
C  -3.3855  -1.0799  0.6838
C  -3.1444  -2.4368  0.8270
H  -3.9508  -4.2786  1.6007
H  -6.0327  -3.1816  2.4441
H  -6.3075  -0.7240  2.0916
H  -2.6642  -0.4321  0.1934
H  -2.2298  -2.8789  0.4484
C  -7.8247  -4.0081  -1.3355
C  -9.0567  -3.7309  -1.9183
C  -9.4203  -2.4039  -2.0833
N  -8.6483  -1.3610  -1.7070
C  -7.4585  -1.6614  -1.1424
C  -7.0063  -2.9553  -0.9392
H  -7.5048  -5.0360  -1.1910
H  -9.7179  -4.5287  -2.2369
H  -10.3705  -2.1361  -2.5361
H  -6.8579  -0.8058  -0.8468
H  -6.0402  -3.1381  -0.4825
C  4.8146  -1.9233  -3.9879
C  4.3623  -2.6072  -2.8645
C  4.6398  -3.9612  -2.7652
N  5.3224  -4.6587  -3.6995
C  5.7473  -3.9681  -4.7798
C  5.5221  -2.6137  -4.9666
H  4.6174  -0.8611  -4.1001
H  3.8073  -2.0982  -2.0846
H  4.3109  -4.5384  -1.9060
H  6.2914  -4.5518  -5.5171
H  5.8886  -2.1094  -5.8536

Computed properties:
- Gap between HOMO and LUMO: 8.696 eV
- LUMO level: -0.0052 Ha
- SMILES string: C/C(Br)=C(\Br)COCCOCCCN.c1ccncc1.c1ccncc1.c1ccncc1.c1ccncc1.c1ccncc1
- HOMO level: -8.8 eV
- DFT total energy: -6947.553400 Eh


(2)
Computed, not measured: a structure of composition C34H42Cl3O3ReSe, with wB97M-V/def2-TZVPD.

Positions of all 84 atoms, in Å:
Re  -0.1352  -1.8574  -1.5184
C  -5.3987  3.3721  1.0574
C  -4.0212  3.4690  0.3955
C  -3.0774  4.2058  1.3558
C  -4.1681  4.2760  -0.9066
C  -3.4473  2.1025  0.0393
C  -2.2053  2.0144  -0.5799
C  -1.7338  0.7883  -0.9880
Se  -0.1530  0.6062  -2.1489
C  1.6041  0.7708  -1.2856
C  2.1864  1.9983  -1.0680
C  3.5190  2.0701  -0.6785
C  4.1918  0.8661  -0.4647
C  3.6496  -0.3922  -0.6953
C  2.3240  -0.4369  -1.1812
O  1.7114  -1.5840  -1.5463
C  4.4454  -1.6670  -0.3673
C  4.6001  -2.5886  -1.5924
C  3.7037  -2.4186  0.7538
C  5.8524  -1.3193  0.1207
C  4.2080  3.4269  -0.5809
C  4.1670  4.0696  -1.9791
C  5.6732  3.3101  -0.1504
C  3.4814  4.3301  0.4240
C  -2.4831  -0.3973  -0.8467
O  -1.9713  -1.5466  -1.3503
C  -3.7191  -0.3390  -0.1695
C  -4.1483  0.9158  0.2484
C  -4.5457  -1.5995  0.1369
C  -4.9410  -2.3362  -1.1573
C  -5.8384  -1.2400  0.8712
C  -3.7202  -2.5370  1.0365
H  -5.7644  4.3783  1.2619
H  -5.3502  2.8384  2.0086
H  -6.1263  2.8820  0.4085
H  -3.4874  5.1889  1.5904
H  -2.0867  4.3517  0.9224
H  -2.9700  3.6521  2.2900
H  -4.6328  5.2396  -0.6935
H  -4.7973  3.7415  -1.6204
H  -3.2008  4.4626  -1.3752
H  -1.6004  2.8974  -0.7438
H  1.5977  2.8972  -1.2023
H  5.2084  0.9124  -0.1101
H  3.6513  -3.0024  -1.9152
H  5.2545  -3.4223  -1.3354
H  5.0491  -2.0491  -2.4284
H  2.7553  -2.8010  0.3834
H  3.5109  -1.7632  1.6051
H  4.2946  -3.2691  1.0978
H  6.4070  -0.7678  -0.6408
H  6.3950  -2.2431  0.3202
H  5.8339  -0.7378  1.0438
H  4.6446  3.4184  -2.7134
H  4.6991  5.0218  -1.9656
H  3.1427  4.2576  -2.3039
H  6.2502  2.6982  -0.8453
H  5.7624  2.8925  0.8544
H  6.1200  4.3040  -0.1365
H  2.4411  4.5012  0.1426
H  3.9789  5.2997  0.4677
H  3.5043  3.8925  1.4233
H  -5.0965  0.9705  0.7578
H  -5.4855  -1.6688  -1.8276
H  -5.5910  -3.1771  -0.9124
H  -4.0760  -2.7273  -1.6828
H  -6.4613  -0.5748  0.2705
H  -5.6433  -0.7749  1.8389
H  -6.4063  -2.1531  1.0490
H  -2.8857  -2.9582  0.4812
H  -4.3377  -3.3670  1.3841
H  -3.3359  -2.0055  1.9089
Cl  -0.0385  -6.7156  4.0096
C  -0.0536  -5.8394  2.5329
C  -0.0336  -4.4538  2.5552
C  -0.0436  -3.7761  1.3548
Cl  -0.0358  -2.0448  1.3406
C  -0.0658  -4.4232  0.1096
O  -0.0720  -3.7728  -1.0461
C  -0.0886  -5.8294  0.1345
Cl  -0.1290  -6.6681  -1.3616
C  -0.0866  -6.5255  1.3269
H  -0.0140  -3.9138  3.4915
H  -0.1151  -7.6059  1.3099

Computed properties:
- Total charge: +1
- Gap between HOMO and LUMO (alpha / beta): 6.138 / 6.718 eV
- LUMO level (alpha / beta): -0.1876 / -0.1668 Ha
- Spin multiplicity: 2
- HOMO level (alpha / beta): -11.2 / -11.3 eV
- DFT total energy: -5406.555689 Eh


(3)
Computed, not measured: an isolated molecule of C34H42N4O2, with wB97M-V/def2-TZVPD.

Positions of all 82 atoms, in Å:
C  0.9618  3.7966  2.6142
C  1.5978  3.6072  1.2447
C  1.0387  2.3762  0.5181
C  1.8235  2.0971  -0.7623
O  2.7735  2.7666  -1.1353
N  1.3505  1.0407  -1.4431
C  1.9380  0.5363  -2.6604
C  2.2963  -0.9485  -2.5641
C  1.1173  -1.9120  -2.7610
C  0.5050  -2.4876  -1.4748
C  1.5311  -3.2048  -0.5599
N  1.6199  -2.3128  0.5638
C  0.5062  -1.5069  0.5990
N  0.1980  -0.9758  1.7172
C  1.1523  -1.5049  2.6784
C  2.0079  -2.5781  1.9330
C  3.5294  -2.4515  2.1584
C  4.1246  -1.4007  1.2637
C  3.9943  -0.0468  1.5450
C  4.3910  0.9092  0.6328
C  4.9356  0.5342  -0.5912
O  5.2320  1.4422  -1.5513
C  5.1769  -0.8156  -0.8316
C  4.7630  -1.7639  0.0841
N  -0.0721  -1.4352  -0.6359
C  -1.4722  -1.0959  -0.7552
C  -2.4159  -2.1509  -0.1507
C  -3.8126  -1.6073  -0.0966
C  -4.6349  -1.6404  -1.2146
C  -5.9040  -1.0933  -1.1743
C  -6.3859  -0.4968  -0.0165
C  -7.7691  0.0775  0.0352
C  -5.5622  -0.4671  1.1017
C  -4.2924  -1.0118  1.0620
C  -0.4219  2.5691  0.2005
C  -1.4024  1.9335  0.9528
C  -2.7435  2.1506  0.6810
C  -3.1177  2.9939  -0.3505
C  -2.1456  3.6270  -1.1072
C  -0.8065  3.4192  -0.8301
H  1.1245  2.9183  3.2355
H  1.3947  4.6587  3.1164
H  -0.1103  3.9545  2.5201
H  1.4249  4.4913  0.6285
H  2.6772  3.4921  1.3535
H  1.1459  1.4964  1.1635
H  0.6111  0.4832  -1.0386
H  1.2478  0.7046  -3.4969
H  2.8430  1.1213  -2.8393
H  3.0423  -1.1506  -3.3336
H  2.7661  -1.1202  -1.5970
H  1.4436  -2.7635  -3.3618
H  0.3235  -1.4096  -3.3186
H  -0.2835  -3.1899  -1.7763
H  2.4996  -3.3250  -1.0515
H  1.1705  -4.2004  -0.2557
H  0.6077  -1.9302  3.5258
H  1.7746  -0.6912  3.0564
H  1.6893  -3.5914  2.2328
H  3.9971  -3.4147  1.9433
H  3.7026  -2.2177  3.2106
H  3.5749  0.2734  2.4873
H  4.2643  1.9585  0.8523
H  4.6844  2.2344  -1.4071
H  5.6546  -1.1043  -1.7550
H  4.9252  -2.8111  -0.1323
H  -1.6249  -0.1530  -0.2250
H  -1.7013  -0.9430  -1.8132
H  -2.0634  -2.3750  0.8578
H  -2.3879  -3.0663  -0.7471
H  -4.2804  -2.1017  -2.1260
H  -6.5299  -1.1293  -2.0549
H  -8.4711  -0.6732  0.4003
H  -7.8099  0.9300  0.7096
H  -8.0966  0.3921  -0.9530
H  -5.9213  -0.0101  2.0135
H  -3.6615  -0.9775  1.9387
H  -1.1088  1.2585  1.7442
H  -3.4997  1.6534  1.2697
H  -4.1641  3.1560  -0.5639
H  -2.4318  4.2870  -1.9133
H  -0.0490  3.9169  -1.4187

Computed properties:
- Gap between HOMO and LUMO: 8.747 eV
- LUMO level: 0.0222 Ha
- SMILES string: CC[C@H](C(=O)NCCC[C@H]1CN2C(=NC[C@@H]2Cc2ccc(O)cc2)N1CCc1ccc(C)cc1)c1ccccc1
- HOMO level: -8.1 eV
- DFT total energy: -1690.373232 Eh


(4)
Computed, not measured: a structure of composition C34H42N4O3S4TeV, with wB97M-V/def2-TZVPD.

Positions of all 89 atoms, in Å:
V  0.2966  1.7069  1.1510
N  -0.3140  5.0070  4.1884
C  -0.1127  4.1215  3.1460
S  -0.2345  2.4219  3.5519
N  0.1536  4.6414  1.9880
N  0.4488  3.7159  1.0133
C  0.6771  4.1686  -0.2155
C  1.1312  3.2487  -1.1706
C  1.5616  3.6320  -2.4685
C  2.2644  2.7605  -3.2454
C  2.5662  1.4730  -2.7366
C  2.0416  1.1312  -1.5145
N  1.2765  1.9319  -0.7592
H  -0.8651  4.6554  4.9514
H  -0.4921  5.9588  3.9090
H  0.6230  5.2331  -0.4237
H  1.3549  4.6396  -2.8088
H  2.6091  3.0602  -4.2273
H  3.1746  0.7686  -3.2862
H  2.2263  0.1450  -1.1021
O  -0.3865  -0.3841  1.6708
S  -0.4840  -1.8761  1.6774
C  0.7987  -2.3953  2.8453
C  2.1973  -1.8839  2.5002
C  2.9556  -1.3765  3.7304
C  2.4859  -0.0251  4.2572
S  2.8657  1.4294  3.2381
O  2.2944  1.1515  1.8740
C  4.6168  1.1330  3.0175
C  5.0962  0.7100  1.7900
C  6.4614  0.5043  1.6370
C  7.3253  0.7214  2.7004
C  6.8324  1.1615  3.9235
C  5.4732  1.3798  4.0825
C  0.2471  -2.4875  0.1681
C  0.5983  -3.8275  0.0472
C  1.0554  -4.2973  -1.1725
C  1.1452  -3.4368  -2.2622
C  0.7761  -2.1076  -2.1323
C  0.3148  -1.6269  -0.9118
H  0.7503  -3.4829  2.9262
H  0.4270  -1.9906  3.7899
H  2.1237  -1.0775  1.7713
H  2.7657  -2.6879  2.0303
H  4.0233  -1.3291  3.5080
H  2.8544  -2.0975  4.5489
H  2.9331  0.1950  5.2300
H  1.4020  0.0460  4.3798
H  4.4015  0.5685  0.9719
H  6.8502  0.1798  0.6805
H  8.3882  0.5617  2.5743
H  7.5086  1.3492  4.7472
H  5.0833  1.7482  5.0248
H  0.5131  -4.5051  0.8886
H  1.3393  -5.3366  -1.2749
H  1.5014  -3.8101  -3.2136
H  0.8455  -1.4289  -2.9728
H  0.0073  -0.5941  -0.8013
C  -2.6579  4.4198  0.2091
S  -2.6886  2.8634  1.1024
C  -4.3547  2.3905  0.6461
O  -1.7882  1.9258  0.3253
H  -3.5516  4.9879  0.4691
H  -2.6321  4.1939  -0.8570
H  -1.7646  4.9551  0.5202
H  -5.0464  3.0060  1.2223
H  -4.4856  1.3454  0.9134
H  -4.5140  2.5266  -0.4234
C  -5.4236  -3.9022  -5.8698
C  -4.9140  -3.2647  -4.6075
C  -3.9936  -3.9145  -3.7981
C  -3.5201  -3.3492  -2.6192
C  -2.4931  -4.1030  -1.8196
C  -4.0040  -2.0854  -2.2345
Te  -3.3525  -1.2332  -0.4233
C  -4.9240  -1.4010  -3.0508
C  -5.4586  -0.0378  -2.7018
C  -5.3599  -2.0070  -4.2208
H  -4.8465  -4.7906  -6.1237
H  -5.3702  -3.2104  -6.7113
H  -6.4676  -4.2022  -5.7596
H  -3.6243  -4.8905  -4.0945
H  -2.2874  -5.0724  -2.2754
H  -2.8200  -4.2814  -0.7953
H  -1.5588  -3.5417  -1.7649
H  -4.6774  0.6301  -2.3449
H  -6.2132  -0.1058  -1.9149
H  -5.9188  0.4285  -3.5736
H  -6.0626  -1.4757  -4.8545

Computed properties:
- Gap between HOMO and LUMO (alpha / beta): 3.855 / 3.573 eV
- LUMO level (alpha / beta): -0.0340 / -0.0443 Ha
- Spin multiplicity: 4
- HOMO level (alpha / beta): -4.8 / -4.8 eV
- DFT total energy: -4570.288121 Eh


(5)
Computed, not measured: a cluster of 8 separate species, C34H42N7O14 in total, with wB97M-V/def2-TZVPD.

Positions of all 97 atoms, in Å:
C  1.1946  -0.0447  0.2566
O  0.2856  -0.8237  0.0536
O  0.8286  1.1923  0.8416
O  2.3726  -0.2477  0.1326
H  -0.0934  1.1903  0.8566
C  1.7736  -4.2607  -0.1624
C  1.9426  -4.3547  -1.6714
C  2.3226  -5.6487  -2.3024
C  2.6716  -6.8707  -1.5254
C  2.5276  -6.6527  -0.0284
C  2.1526  -5.4147  0.6276
N  3.2406  -8.1387  -1.9804
O  3.5596  -8.9447  -1.0934
O  3.5116  -8.2477  -3.1504
H  1.5056  -3.3987  0.5026
H  1.6416  -3.5347  -2.2334
H  2.5456  -5.6257  -3.3604
H  2.7856  -7.5007  0.8416
H  2.0536  -5.2947  1.6676
C  -1.8854  -3.5727  1.3926
C  -3.0114  -4.0397  2.4586
C  -3.4634  -5.6007  2.5166
C  -3.0664  -6.4607  1.2976
C  -2.0044  -5.9657  0.2556
C  -1.5374  -4.5637  0.3876
N  -3.5654  -7.8517  1.1896
O  -3.1684  -8.5227  0.2986
O  -4.6394  -8.2027  1.7196
H  -1.5114  -2.5457  1.4346
H  -3.3224  -3.5077  3.1596
H  -4.1954  -5.9727  3.3996
H  -1.6574  -6.5577  -0.5034
H  -0.8454  -4.2987  -0.3914
C  -1.0554  2.6543  4.7406
C  -1.5914  2.6203  3.3276
C  -2.7044  3.6313  2.9666
C  -3.2034  4.6093  4.0326
C  -2.4834  4.6863  5.4296
C  -1.4694  3.5813  5.7256
N  -4.2444  5.6013  3.8196
O  -4.8204  6.2293  4.7366
O  -4.4344  5.7543  2.5876
H  -0.2274  2.0583  5.1446
H  -1.1894  1.7863  2.7386
H  -3.2694  3.7903  2.0786
H  -2.4554  5.3883  6.2836
H  -1.1154  3.4973  6.7116
C  2.3706  2.5903  -2.0984
C  3.7366  2.8773  -3.0124
C  3.8256  4.1663  -3.8274
C  2.4536  5.0023  -3.9964
C  1.1806  4.5753  -3.1854
C  1.2736  3.4413  -2.2434
N  2.5026  6.2863  -4.5434
O  3.6296  6.6773  -5.0834
O  1.5796  7.0553  -4.3754
H  2.1406  1.8713  -1.4784
H  4.6336  2.2183  -2.8774
H  4.7166  4.5583  -4.3294
H  0.2366  4.9533  -3.0454
H  0.4146  3.1173  -1.7114
C  -2.4914  1.7673  -0.5314
O  -2.4774  3.0173  -0.5924
N  -3.3894  1.1033  0.3536
C  -3.1324  -0.2757  0.7996
C  -4.6684  1.7103  0.5826
H  -1.9384  1.1653  -1.0224
H  -4.2464  -0.6247  1.0636
H  -2.5174  -0.2027  1.5986
H  -2.5444  -0.7947  -0.0084
H  -4.7014  2.7763  0.1066
H  -4.5264  1.8633  1.6076
H  -5.4664  0.9003  0.5616
C  -0.0214  -1.6137  -3.6914
O  -1.1804  -2.0017  -4.0834
N  0.9176  -1.7487  -4.5904
C  2.2556  -1.4257  -4.1594
C  0.8066  -2.3247  -5.9704
H  0.1846  -1.2627  -2.7304
H  2.6216  -2.3317  -4.0854
H  2.0816  -0.8397  -3.2454
H  2.7846  -0.9457  -5.1004
H  1.6876  -3.0967  -6.4674
H  0.6136  -1.6297  -6.9114
H  -0.1464  -2.9847  -5.9654
C  2.3216  3.1653  3.2776
O  2.7076  2.9293  4.4966
N  2.3586  4.4453  2.7076
C  1.8536  4.5563  1.2776
C  2.8006  5.5573  3.3926
H  1.9896  2.4253  2.5076
H  2.0266  3.6853  0.5126
H  2.2476  5.5353  0.8196
H  0.8016  4.6563  1.5926
H  1.9766  6.1453  3.7506
H  3.4606  6.3293  2.7146
H  3.5726  5.3763  4.0236

Computed properties:
- Total charge: -1
- Gap between HOMO and LUMO: 6.875 eV
- LUMO level: 0.0108 Ha
- HOMO level: -6.6 eV
- DFT total energy: -2756.469696 Eh


Among the records above, which one has the lowest DFT total energy?
C34H42Br2N6O2